1.
{"formula": "C45H113Li2N6O15", "method": "wB97M-V/def2-TZVPD", "species": ["Li", "Li", "C", "C", "C", "O", "H", "H", "H", "H", "H", "H", "H", "C", "O", "C", "C", "N", "C", "C", "O", "C", "H", "H", "H", "H", "H", "H", "H", "H", "H", "H", "H", "H", "H", "H", "H", "C", "O", "C", "C", "N", "C", "C", "O", "C", "H", "H", "H", "H", "H", "H", "H", "H", "H", "H", "H", "H", "H", "H", "H", "C", "O", "C", "C", "N", "C", "C", "O", "C", "H", "H", "H", "H", "H", "H", "H", "H", "H", "H", "H", "H", "H", "H", "H", "C", "O", "C", "C", "N", "C", "C", "O", "C", "H", "H", "H", "H", "H", "H", "H", "H", "H", "H", "H", "H", "H", "H", "H", "C", "O", "C", "C", "N", "C", "C", "O", "C", "H", "H", "H", "H", "H", "H", "H", "H", "H", "H", "H", "H", "H", "H", "H", "C", "O", "C", "C", "N", "C", "C", "O", "C", "H", "H", "H", "H", "H", "H", "H", "H", "H", "H", "H", "H", "H", "H", "H", "C", "C", "C", "O", "H", "H", "H", "H", "H", "H", "H", "H", "C", "C", "C", "O", "H", "H", "H", "H", "H", "H", "H", "H"], "xyz": [[-1.04, -3.46, -0.34], [-1.54, -1.75, -2.47], [-2.06, -0.33, 0.73], [-0.68, -0.33, 0.11], [0.35, -0.06, 1.20], [-0.48, -1.50, -0.65], [-2.23, 0.62, 1.23], [-2.19, -1.07, 1.52], [-2.82, -0.51, -0.04], [-0.70, 0.51, -0.59], [1.31, 0.09, 0.71], [0.46, -0.87, 1.92], [0.13, 0.86, 1.75], [-5.50, -1.60, 1.81], [-4.54, -2.61, 2.01], [-4.38, -3.36, 0.79], [-3.39, -4.56, 0.89], [-2.12, -4.01, 1.33], [-1.25, -5.05, 1.93], [-0.70, -5.97, 0.69], [-0.06, -5.18, -0.27], [0.37, -5.95, -1.38], [-5.63, -1.08, 2.76], [-6.50, -1.96, 1.56], [-5.05, -0.86, 1.15], [-4.19, -2.61, 0.03], [-5.36, -3.75, 0.53], [-3.40, -5.00, -0.11], [-3.71, -5.34, 1.57], [-2.55, -3.58, 2.13], [-1.84, -5.57, 2.67], [-0.45, -4.50, 2.42], [-1.51, -6.53, 0.23], [0.06, -6.62, 1.14], [1.21, -6.59, -1.09], [0.70, -5.33, -2.22], [-0.36, -6.68, -1.72], [-5.09, 3.06, 4.53], [-3.99, 2.16, 4.29], [-4.17, 0.91, 4.99], [-3.15, -0.07, 4.40], [-3.27, -1.40, 5.05], [-2.02, -2.20, 4.71], [-2.20, -3.73, 5.15], [-3.30, -4.36, 4.44], [-3.48, -5.73, 4.69], [-6.06, 2.65, 4.25], [-4.90, 3.99, 4.00], [-5.11, 3.30, 5.59], [-5.18, 0.56, 4.77], [-3.89, 0.98, 6.04], [-2.13, 0.31, 4.44], [-3.43, -0.14, 3.35], [-3.94, -1.87, 4.46], [-1.14, -1.75, 5.18], [-1.76, -2.22, 3.65], [-2.33, -3.74, 6.23], [-1.27, -4.28, 4.98], [-3.84, -5.75, 5.72], [-2.53, -6.25, 4.54], [-4.17, -6.10, 3.94], [-6.68, 5.22, -3.60], [-5.50, 5.87, -3.15], [-4.23, 5.22, -3.16], [-4.16, 3.83, -2.47], [-4.63, 3.95, -1.08], [-4.85, 2.74, -0.38], [-6.30, 2.26, -0.59], [-7.20, 3.38, -0.74], [-8.51, 2.94, -0.94], [-7.51, 5.92, -3.68], [-7.05, 4.57, -2.81], [-6.56, 4.65, -4.52], [-3.56, 5.92, -2.66], [-3.91, 5.09, -4.19], [-3.15, 3.44, -2.56], [-4.88, 3.19, -3.00], [-5.58, 4.28, -1.19], [-4.68, 2.90, 0.68], [-4.13, 1.95, -0.63], [-6.61, 1.65, 0.26], [-6.39, 1.52, -1.39], [-9.14, 3.78, -1.23], [-9.07, 2.54, -0.10], [-8.65, 2.18, -1.72], [3.83, 1.12, 1.73], [4.96, 2.00, 1.72], [5.78, 1.90, 0.56], [6.95, 2.93, 0.57], [7.83, 2.54, 1.66], [8.84, 1.63, 1.06], [9.83, 1.22, 2.20], [9.18, 0.29, 3.02], [10.02, -0.12, 4.16], [4.14, 0.10, 1.54], [2.99, 1.41, 1.09], [3.38, 1.03, 2.72], [5.15, 2.01, -0.32], [6.30, 0.96, 0.67], [6.61, 3.95, 0.76], [7.41, 2.97, -0.42], [7.26, 2.02, 2.30], [9.48, 2.18, 0.38], [8.37, 0.68, 0.78], [10.12, 2.13, 2.73], [10.60, 0.71, 1.61], [10.31, 0.75, 4.75], [10.87, -0.77, 3.93], [9.38, -0.71, 4.82], [-4.20, -0.51, -2.62], [-2.83, -0.18, -2.75], [-2.49, 0.54, -3.96], [-0.90, 0.45, -4.12], [-0.45, -0.96, -4.07], [-0.80, -1.66, -5.29], [0.06, -2.89, -5.49], [1.38, -2.32, -5.67], [2.33, -3.36, -5.96], [-4.39, -0.95, -1.64], [-4.53, -1.21, -3.39], [-4.85, 0.35, -2.74], [-2.82, 1.56, -3.77], [-3.04, 0.16, -4.83], [-0.54, 0.95, -3.22], [-0.58, 1.00, -5.00], [0.56, -1.00, -4.04], [-0.56, -0.97, -6.10], [-1.87, -1.85, -5.41], [-0.27, -3.44, -6.37], [-0.01, -3.57, -4.64], [2.27, -4.12, -5.19], [3.34, -2.95, -5.91], [2.23, -3.81, -6.95], [4.94, 7.59, -1.74], [4.40, 6.44, -2.39], [5.28, 5.27, -2.25], [4.86, 4.21, -3.22], [3.40, 3.90, -3.22], [3.01, 3.05, -2.09], [1.51, 2.82, -2.12], [0.83, 4.00, -1.81], [-0.57, 3.79, -1.79], [5.94, 7.82, -2.11], [4.95, 7.42, -0.67], [4.22, 8.35, -2.03], [5.34, 5.02, -1.19], [6.30, 5.44, -2.59], [5.38, 3.26, -3.12], [5.01, 4.64, -4.21], [2.93, 4.76, -2.98], [3.29, 3.53, -1.16], [3.46, 2.06, -2.19], [1.19, 1.97, -1.51], [1.28, 2.56, -3.15], [-1.00, 4.74, -1.45], [-0.89, 3.08, -1.02], [-1.05, 3.50, -2.73], [4.31, -1.04, -2.40], [2.95, -1.76, -2.32], [2.79, -2.60, -1.09], [1.91, -0.83, -2.32], [4.94, -1.89, -2.64], [4.66, -0.63, -1.45], [4.34, -0.32, -3.21], [2.70, -2.44, -3.14], [3.37, -3.52, -1.17], [1.76, -2.88, -0.85], [3.23, -2.00, -0.30], [1.22, -1.21, -1.76], [2.55, -3.15, 2.72], [2.68, -2.91, 4.19], [1.38, -2.52, 4.93], [3.26, -3.96, 4.89], [1.92, -4.02, 2.52], [3.50, -3.47, 2.31], [2.19, -2.27, 2.19], [3.32, -2.03, 4.25], [1.66, -2.10, 5.90], [0.67, -3.31, 5.19], [0.80, -1.80, 4.35], [4.19, -4.03, 4.64]], "lowdin_charge": [0.622, 0.644, -0.070, -0.580, -0.039, -0.420, 0.086, 0.056, 0.045, 0.105, 0.053, 0.061, 0.092, -0.099, -0.202, -0.173, -0.181, -0.109, -0.107, -0.179, -0.267, -0.065, 0.084, 0.102, 0.082, 0.095, 0.124, 0.118, 0.123, 0.067, 0.093, 0.110, 0.120, 0.132, 0.102, 0.090, 0.096, -0.104, -0.204, -0.204, -0.215, -0.017, -0.166, -0.167, -0.234, -0.102, 0.080, 0.087, 0.085, 0.114, 0.125, 0.125, 0.085, 0.073, 0.091, 0.086, 0.121, 0.092, 0.101, 0.078, 0.089, -0.096, -0.183, -0.182, -0.191, -0.041, -0.202, -0.185, -0.196, -0.128, 0.093, 0.057, 0.090, 0.124, 0.115, 0.076, 0.104, 0.075, 0.112, 0.104, 0.113, 0.097, 0.092, 0.087, 0.088, -0.101, -0.184, -0.201, -0.206, -0.054, -0.193, -0.246, -0.199, -0.078, 0.076, 0.065, 0.085, 0.097, 0.107, 0.105, 0.112, 0.094, 0.121, 0.111, 0.124, 0.116, 0.084, 0.083, 0.078, -0.086, -0.274, -0.138, -0.125, -0.108, -0.220, -0.191, -0.189, -0.091, 0.070, 0.095, 0.081, 0.104, 0.120, 0.096, 0.132, 0.086, 0.129, 0.121, 0.130, 0.112, 0.078, 0.092, 0.091, -0.093, -0.203, -0.216, -0.188, -0.044, -0.215, -0.252, -0.150, -0.106, 0.085, 0.086, 0.091, 0.105, 0.117, 0.117, 0.116, 0.089, 0.118, 0.103, 0.105, 0.114, 0.097, 0.083, 0.070, -0.016, -0.501, -0.049, -0.063, 0.080, 0.070, 0.082, 0.117, 0.091, 0.062, 0.077, 0.023, -0.054, -0.510, -0.032, -0.023, 0.070, 0.083, 0.062, 0.132, 0.090, 0.060, 0.058, 0.096], "homo_ev": -10.0, "multiplicity": 1, "homo_lumo_gap_ha": 0.2473, "charge": 1}

=====

2.
{"formula": "C45H113N7O3S", "method": "wB97M-V/def2-TZVPD", "species": ["C", "C", "N", "C", "C", "C", "C", "H", "H", "H", "H", "H", "H", "H", "H", "H", "H", "H", "H", "H", "H", "H", "C", "C", "N", "C", "C", "C", "C", "H", "H", "H", "H", "H", "H", "H", "H", "H", "H", "H", "H", "H", "H", "H", "C", "C", "N", "C", "C", "C", "C", "H", "H", "H", "H", "H", "H", "H", "H", "H", "H", "H", "H", "H", "H", "H", "C", "C", "N", "C", "C", "C", "C", "H", "H", "H", "H", "H", "H", "H", "H", "H", "H", "H", "H", "H", "H", "H", "C", "C", "N", "C", "C", "C", "C", "H", "H", "H", "H", "H", "H", "H", "H", "H", "H", "H", "H", "H", "H", "H", "C", "C", "N", "C", "C", "C", "C", "H", "H", "H", "H", "H", "H", "H", "H", "H", "H", "H", "H", "H", "H", "H", "C", "C", "N", "C", "C", "C", "C", "H", "H", "H", "H", "H", "H", "H", "H", "H", "H", "H", "H", "H", "H", "H", "O", "S", "O", "O", "C", "C", "C", "H", "H", "H", "H", "H", "H", "H", "H"], "xyz": [[-3.00, 1.62, 3.11], [-3.27, 3.00, 2.53], [-3.34, 2.85, 1.14], [-4.20, 3.86, 0.48], [-5.65, 3.36, 0.68], [-2.05, 2.73, 0.45], [-1.29, 4.00, 0.07], [-3.10, 1.60, 4.20], [-2.02, 1.18, 2.94], [-3.83, 1.02, 2.74], [-4.28, 3.31, 2.81], [-2.49, 3.71, 2.78], [-4.08, 4.79, 1.03], [-3.93, 4.14, -0.54], [-5.96, 3.51, 1.71], [-6.32, 4.02, 0.13], [-5.73, 2.35, 0.29], [-2.04, 2.19, -0.50], [-1.39, 2.08, 1.03], [-1.78, 4.57, -0.71], [-0.32, 3.67, -0.30], [-1.21, 4.61, 0.98], [0.52, 1.55, -4.95], [-0.52, 0.48, -4.77], [-1.94, 1.14, -4.72], [-2.38, 1.29, -6.13], [-3.83, 1.69, -6.21], [-2.46, 1.99, -3.58], [-2.15, 1.29, -2.25], [0.22, 2.44, -5.50], [1.47, 1.13, -5.29], [0.66, 1.93, -3.95], [-0.45, -0.29, -5.54], [-0.39, -0.17, -3.91], [-1.73, 1.96, -6.68], [-2.44, 0.26, -6.49], [-4.46, 0.96, -5.70], [-3.94, 2.71, -5.84], [-4.28, 1.71, -7.21], [-3.49, 2.33, -3.59], [-1.95, 2.95, -3.68], [-1.10, 1.23, -1.97], [-2.61, 0.31, -2.13], [-2.69, 1.89, -1.52], [2.88, -4.09, 4.72], [2.16, -4.07, 3.36], [3.10, -3.15, 2.64], [2.50, -1.90, 2.26], [1.53, -2.08, 1.01], [4.07, -3.65, 1.78], [4.89, -4.83, 2.18], [2.52, -4.80, 5.46], [2.71, -3.06, 5.04], [3.93, -4.35, 4.58], [2.05, -5.02, 2.84], [1.18, -3.60, 3.44], [1.97, -1.46, 3.10], [3.16, -1.08, 2.01], [0.85, -1.24, 0.91], [2.18, -2.14, 0.14], [0.91, -2.97, 0.98], [4.85, -2.90, 1.71], [3.67, -3.74, 0.77], [5.57, -4.93, 1.34], [4.25, -5.71, 2.11], [5.51, -4.74, 3.06], [-5.29, -1.31, -1.81], [-4.07, -2.13, -1.58], [-4.25, -3.55, -1.81], [-5.03, -4.28, -0.78], [-4.51, -4.28, 0.67], [-4.69, -3.84, -3.21], [-4.24, -5.10, -3.91], [-5.82, -1.50, -2.75], [-5.00, -0.27, -1.73], [-6.03, -1.68, -1.10], [-3.28, -1.72, -2.21], [-3.61, -1.95, -0.61], [-5.21, -5.30, -1.12], [-5.94, -3.67, -0.78], [-4.24, -3.26, 0.93], [-3.60, -4.89, 0.64], [-5.20, -4.71, 1.39], [-5.74, -3.61, -3.38], [-4.13, -3.10, -3.77], [-3.16, -5.28, -3.94], [-4.71, -5.99, -3.51], [-4.59, -5.06, -4.94], [6.06, 2.49, 4.37], [4.54, 2.55, 4.17], [4.11, 1.43, 3.29], [2.75, 1.60, 2.84], [2.47, 0.84, 1.62], [4.53, 0.05, 3.59], [4.11, -0.41, 4.99], [6.66, 2.46, 3.46], [6.36, 1.59, 4.91], [6.40, 3.39, 4.87], [4.00, 2.51, 5.12], [4.40, 3.50, 3.65], [2.03, 1.35, 3.62], [2.81, 2.65, 2.56], [1.72, 1.47, 1.15], [3.36, 0.77, 1.00], [2.11, -0.17, 1.80], [5.58, -0.01, 3.29], [3.99, -0.49, 2.81], [4.43, -1.44, 5.18], [3.02, -0.47, 4.97], [4.53, 0.32, 5.68], [-1.32, -3.43, 2.39], [-0.72, -4.64, 1.69], [-1.40, -5.11, 0.50], [-0.68, -6.07, -0.34], [0.04, -7.09, 0.43], [-1.73, -3.99, -0.43], [-0.56, -3.07, -0.92], [-2.35, -3.75, 2.56], [-1.43, -2.48, 1.87], [-0.81, -3.26, 3.34], [0.33, -4.42, 1.52], [-0.73, -5.51, 2.36], [-1.28, -6.52, -1.13], [0.11, -5.54, -0.89], [-0.52, -7.45, 1.29], [0.25, -7.98, -0.15], [0.90, -6.57, 0.86], [-2.49, -3.37, 0.05], [-2.35, -4.41, -1.22], [-0.98, -2.46, -1.72], [0.35, -3.53, -1.31], [-0.20, -2.41, -0.13], [3.58, 6.22, -3.22], [4.22, 6.19, -1.78], [3.78, 4.93, -1.03], [2.31, 4.61, -0.95], [1.47, 5.69, -0.40], [4.54, 4.64, 0.22], [6.02, 4.52, -0.04], [2.49, 6.27, -3.30], [3.78, 5.26, -3.70], [4.10, 6.98, -3.80], [5.26, 6.04, -2.06], [3.92, 7.11, -1.28], [1.88, 4.23, -1.88], [2.30, 3.72, -0.33], [1.28, 6.46, -1.15], [0.50, 5.25, -0.17], [1.81, 6.19, 0.51], [4.25, 3.72, 0.73], [4.36, 5.42, 0.95], [6.21, 3.81, -0.84], [6.59, 4.16, 0.82], [6.42, 5.51, -0.27], [-0.88, -0.81, -1.81], [-0.94, -0.38, -0.38], [-0.25, -1.06, 0.71], [-0.42, 1.18, -0.37], [0.96, 1.49, -0.49], [1.04, 2.62, -1.56], [-2.74, -0.19, 0.24], [1.46, 0.56, -0.77], [1.43, 1.80, 0.44], [0.57, 3.50, -1.12], [0.56, 2.18, -2.43], [2.11, 2.75, -1.74], [-3.34, 0.31, -0.52], [-2.83, 0.44, 1.12], [-3.06, -1.19, 0.54]], "lowdin_charge": [-0.079, -0.262, -0.204, -0.223, -0.075, -0.272, -0.054, 0.075, 0.072, 0.079, 0.110, 0.120, 0.110, 0.110, 0.064, 0.066, 0.071, 0.036, 0.107, 0.095, 0.014, 0.091, -0.087, -0.200, -0.149, -0.269, -0.117, -0.170, -0.126, 0.080, 0.082, 0.024, 0.104, 0.086, 0.104, 0.107, 0.077, 0.065, 0.069, 0.103, 0.101, 0.040, 0.051, 0.059, -0.072, -0.189, -0.199, -0.241, -0.073, -0.302, -0.094, 0.064, 0.060, 0.058, 0.104, 0.083, 0.122, 0.038, -0.135, 0.099, 0.047, 0.120, 0.113, 0.076, 0.074, 0.078, -0.061, -0.302, -0.196, -0.201, -0.075, -0.246, -0.094, 0.074, 0.068, 0.074, 0.110, 0.038, 0.118, 0.091, 0.058, 0.050, 0.082, 0.109, 0.112, 0.076, 0.062, 0.072, -0.096, -0.228, -0.198, -0.250, -0.097, -0.227, -0.054, 0.069, 0.059, 0.068, 0.107, 0.100, 0.127, 0.109, 0.003, 0.141, 0.035, 0.116, 0.048, 0.066, 0.066, 0.064, -0.051, -0.259, -0.157, -0.278, -0.104, -0.211, -0.080, 0.074, 0.053, 0.074, 0.067, 0.115, 0.120, 0.101, 0.076, 0.080, 0.067, 0.046, 0.100, 0.045, 0.088, -0.013, -0.095, -0.199, -0.142, -0.304, -0.065, -0.261, -0.104, 0.056, 0.068, 0.067, 0.097, 0.105, 0.074, 0.090, 0.084, 0.031, 0.091, 0.098, 0.106, 0.082, 0.066, 0.064, -0.334, 0.891, -0.322, -0.383, -0.171, -0.069, -0.027, 0.147, 0.023, 0.030, 0.065, 0.097, 0.049, 0.030, 0.056], "e_above_lowest_kcal_mol": 480.8, "homo_ev": -7.1, "multiplicity": 1, "homo_lumo_gap_ha": 0.2792}

=====

no.,E (eV)
1,-88547.9848
2,-75882.6351